(1)
# C29H25BrHfN6O6S4Sb

A structure of composition C29H25BrHfN6O6S4Sb at a distorted geometry (ωB97M-V with the def2-TZVPD basis set, OMol25).

Geometry as XYZ:
```
73
Properties=species:S:1:pos:R:3:forces:R:3
Hf 0.2112 -0.0575 0.1125 0.921 0.615 0.217
O -0.2983 0.6442 6.1158 0.015 -0.036 -0.059
C 0.9825 0.7643 5.7932 0.067 -0.033 -0.053
O 1.8284 1.0348 6.6101 -0.029 0.021 0.016
C 1.3435 0.5696 4.3628 0.080 0.005 0.089
C 2.6321 0.7040 3.8778 0.268 0.031 -0.103
N 2.5964 0.5197 2.5514 0.097 -0.031 0.036
N 1.3683 0.2414 2.1486 -0.508 0.030 -0.069
C 0.5917 0.2599 3.2185 -0.103 -0.127 0.078
C -0.8373 -0.0699 2.9856 -0.150 -0.100 -0.311
O -1.6591 0.0538 3.8829 -0.059 -0.098 0.128
O -1.0897 -0.4595 1.7747 -0.042 0.215 0.534
H -0.8488 0.4127 5.3224 -0.124 0.023 -0.006
H 3.5499 0.9080 4.4062 -0.068 -0.019 -0.044
H 3.3476 0.3856 1.8350 0.205 0.028 -0.020
S 4.4818 -0.3296 0.1530 -0.220 0.097 0.142
Sb 2.9110 -1.6831 -0.8426 0.518 -0.494 -0.235
S 1.2360 -2.3988 0.6994 0.071 -0.143 -0.029
S 1.4136 -0.2085 -2.0558 -0.211 -0.135 0.084
S 3.6887 -3.3671 -2.1095 -0.109 0.054 -0.039
C -1.8160 -0.1015 -4.1407 -0.056 -0.071 0.091
O -1.8891 -0.6095 -2.8180 0.115 0.130 0.017
C -2.5407 -1.7711 -2.6365 0.010 0.113 -0.164
C -3.3526 -2.3624 -3.5884 -0.117 -0.143 -0.062
C -3.9822 -3.5678 -3.2968 0.000 0.106 -0.097
Br -5.1062 -4.3467 -4.6138 0.013 0.008 0.012
C -3.8029 -4.2030 -2.0967 0.020 -0.045 0.117
C -2.9683 -3.6155 -1.1405 -0.053 -0.176 0.180
C -2.3694 -2.3907 -1.3970 0.095 -0.222 0.271
O -1.5937 -1.7590 -0.4521 -0.029 0.443 -0.220
C -2.7409 -4.3493 0.1247 -0.121 0.111 -0.222
N -3.6352 -5.0736 0.7437 0.231 -0.085 0.145
C -2.9570 -5.5904 1.8466 -0.342 -0.032 -0.053
C -3.4108 -6.4353 2.8621 0.005 -0.006 0.050
C -2.5165 -6.7924 3.8539 0.031 0.074 -0.085
C -1.1879 -6.3226 3.8491 -0.084 -0.030 -0.001
C -0.7223 -5.4863 2.8545 -0.029 0.007 -0.008
C -1.6378 -5.1362 1.8635 0.220 0.016 -0.049
N -1.5222 -4.3440 0.7428 0.363 0.242 0.069
H -2.7859 0.2848 -4.4636 -0.003 0.012 -0.015
H -1.4707 -0.8723 -4.8312 0.012 -0.038 -0.028
H -1.0911 0.7021 -4.1164 0.046 0.088 0.040
H -3.5096 -1.8944 -4.5480 0.015 -0.002 0.018
H -4.2758 -5.1476 -1.8685 0.017 0.034 -0.004
H -1.7420 -2.1466 0.4241 -0.069 0.115 0.072
H -4.4357 -6.7874 2.8617 0.059 0.005 0.013
H -2.8400 -7.4428 4.6574 0.007 0.010 -0.024
H -0.5162 -6.6228 4.6445 -0.042 0.005 -0.023
H 0.2970 -5.1172 2.8453 -0.077 -0.015 -0.027
H -0.6617 -3.9096 0.4063 -0.032 -0.140 0.013
C 0.3311 3.3199 2.2411 0.070 0.047 -0.026
C 1.2297 3.2589 1.0535 -0.063 0.005 0.030
N 1.4548 2.2332 0.2599 -0.005 -0.547 -0.512
C 2.3802 2.6541 -0.6887 -0.074 -0.072 0.248
C 2.7086 3.9449 -0.4544 -0.109 0.104 0.172
N 1.9672 4.3157 0.6544 0.138 0.061 -0.119
H -0.4540 2.5768 2.1577 -0.035 0.019 -0.021
H -0.1502 4.2969 2.3100 0.030 -0.016 -0.018
H 0.8853 3.1396 3.1649 0.018 0.006 -0.026
H 2.7556 1.9876 -1.4437 -0.056 -0.033 0.041
H 3.3884 4.6164 -0.9513 -0.065 -0.050 0.055
H 1.9693 5.2133 1.1025 -0.008 0.045 0.006
C -2.9653 3.7776 -1.0067 0.042 -0.070 0.038
C -3.0915 3.1128 0.2052 0.032 -0.014 -0.098
C -2.2709 2.0231 0.4939 -0.161 -0.005 -0.202
C -1.2805 1.5676 -0.3914 -0.795 0.006 -0.086
C -1.1976 2.2619 -1.6102 0.248 0.133 0.101
C -2.0090 3.3427 -1.9199 -0.084 0.030 0.046
H -3.6085 4.6166 -1.2437 0.006 0.013 0.010
H -3.8411 3.4268 0.9239 0.014 0.002 -0.022
H -2.4473 1.5073 1.4325 0.062 -0.030 0.007
H -0.4315 1.9812 -2.3269 -0.014 -0.036 -0.035
H -1.8944 3.8500 -2.8728 -0.018 -0.015 0.033
```
Positions in Å, forces in eV/Å.

Output
ΔE to the lowest compared entry with this formula, charge and spin ... 9.62 kcal/mol
E ... -172942.18357 eV
Charge ... -1


(2)
# C29H25CaF3NOSSb

A structure of composition C29H25CaF3NOSSb (ωB97M-V with the def2-TZVPD basis set, OMol25).

Geometry as XYZ:
```
62
Properties=species:S:1:pos:R:3:forces:R:3
Ca 1.3206 -0.6897 0.6658 -0.112 0.349 0.256
O -0.6691 -0.0027 -0.0600 0.001 0.052 0.203
N -1.6859 -0.7301 0.5025 0.203 -0.445 -0.049
C -2.8639 -0.0610 0.7900 -0.112 0.145 -0.078
C -3.8862 -0.6974 1.4230 -0.080 -0.016 0.059
C -3.7708 -2.0442 1.8067 0.048 0.031 -0.026
C -2.5578 -2.7081 1.4801 0.082 -0.071 -0.088
C -1.5218 -2.0934 0.8296 -0.310 0.307 0.039
S -0.0449 -2.9378 0.3997 0.072 -0.230 -0.027
H -2.9046 0.9657 0.4613 0.068 -0.007 -0.018
H -4.7909 -0.1366 1.6237 0.012 0.016 -0.016
H -4.5736 -2.5522 2.3194 0.018 -0.040 0.007
H -2.4040 -3.7480 1.7360 -0.049 -0.005 0.012
F 1.8007 -0.8931 -8.5520 0.012 0.008 0.027
C 1.4174 -0.7825 -7.2553 -0.018 -0.014 -0.055
C 2.3682 -0.4748 -6.3050 0.010 -0.008 0.010
C 1.9567 -0.3716 -4.9812 -0.097 -0.023 -0.015
C 0.6232 -0.5502 -4.6096 0.153 -0.060 0.033
C -0.2945 -0.8684 -5.6083 -0.047 0.038 0.084
C 0.0908 -0.9881 -6.9378 0.012 0.001 0.016
Sb 0.1378 -0.2969 -2.4935 0.017 0.214 -0.134
C -0.3055 1.8127 -2.7713 0.096 -0.084 -0.091
C 0.0117 2.4511 -3.9692 -0.096 0.108 0.059
C -0.2574 3.8036 -4.1631 0.013 -0.084 -0.004
C -0.8514 4.5029 -3.1371 -0.022 0.031 0.022
F -1.1282 5.8182 -3.3142 0.010 -0.004 -0.006
C -1.1760 3.9128 -1.9327 -0.031 0.077 0.052
C -0.8953 2.5674 -1.7539 0.130 -0.231 0.024
C -1.8683 -0.9826 -2.6845 -0.007 0.047 -0.011
C -2.8612 -0.1117 -3.1311 0.029 -0.117 0.037
C -4.1881 -0.5159 -3.1915 0.021 0.024 -0.015
C -4.4984 -1.7990 -2.7913 -0.058 0.019 -0.020
F -5.7944 -2.1938 -2.8358 0.019 -0.004 0.004
C -3.5456 -2.6893 -2.3480 0.023 -0.029 0.012
C -2.2210 -2.2736 -2.3022 -0.055 0.033 -0.023
H 3.3975 -0.3284 -6.6052 0.006 -0.001 0.018
H 2.6944 -0.1363 -4.2193 0.038 0.000 -0.039
H -1.3352 -1.0178 -5.3441 -0.015 -0.021 -0.038
H -0.6165 -1.2339 -7.7189 -0.003 -0.002 -0.004
H 0.4603 1.8958 -4.7808 0.027 0.003 -0.033
H -0.0199 4.3030 -5.0930 0.002 0.005 0.000
H -1.6343 4.5070 -1.1528 -0.001 -0.014 0.004
H -1.1208 2.0758 -0.8144 -0.048 0.076 -0.003
H -2.6005 0.8969 -3.4267 -0.056 0.020 -0.003
H -4.9723 0.1496 -3.5276 -0.004 -0.004 0.004
H -3.8411 -3.6766 -2.0199 0.008 -0.003 0.000
H -1.4685 -2.9555 -1.9259 0.001 -0.004 0.032
C -0.6993 1.7333 4.2801 -0.028 0.037 -0.013
C 0.0534 0.4032 4.3990 0.022 -0.049 0.027
C -0.9065 -0.7502 4.0733 0.004 0.042 0.033
C 0.5866 0.2376 5.8281 0.012 0.025 -0.012
C 1.1834 0.3814 3.4476 -0.105 -0.065 -0.081
C 2.1255 0.3580 2.6607 0.181 -0.049 -0.219
H -1.5332 1.7581 4.9875 0.000 -0.002 -0.003
H -1.0994 1.8535 3.2723 -0.001 -0.009 -0.002
H -0.0374 2.5757 4.4883 0.013 -0.010 0.007
H -1.7443 -0.7564 4.7763 0.004 -0.005 0.003
H -0.3922 -1.7105 4.1331 0.001 -0.009 -0.004
H -1.3167 -0.6502 3.0683 -0.004 0.021 0.030
H -0.2397 0.2552 6.5443 -0.004 -0.005 -0.002
H 1.2816 1.0419 6.0749 -0.002 -0.001 0.006
H 1.1157 -0.7108 5.9268 0.002 -0.004 0.011
```
Positions in Å, forces in eV/Å.

Output
ΔE to the lowest compared entry with this formula, charge and spin ... 0.00 kcal/mol
E ... -77979.30620 eV
Charge ... -1
Spin multiplicity ... 2
<S²> ... 0.77


(3)
# C29H25ClIrN6O12

A structure of composition C29H25ClIrN6O12 at a distorted geometry (ωB97M-V with the def2-TZVPD basis set, OMol25).

Geometry as XYZ:
```
74
Properties=species:S:1:pos:R:3:forces:R:3
Ir -0.6103 0.0070 -0.0850 0.889 -1.498 -1.654
Cl 2.5039 -3.2656 -5.8761 0.221 -0.149 -0.470
C 1.8685 -2.9122 -4.3273 0.097 0.574 0.712
C 0.9557 -3.7985 -3.7272 0.283 0.347 -0.219
C 0.3905 -3.4967 -2.5256 0.067 0.457 0.785
C 0.6973 -2.2835 -1.8327 1.145 0.289 -1.831
O 0.0913 -2.0105 -0.7522 -1.912 0.737 2.724
C 1.6987 -1.4328 -2.4245 -0.989 -0.098 0.709
C 2.1243 -0.2312 -1.7675 0.215 -0.801 -0.964
O 1.6449 0.2936 -0.7657 -1.464 0.884 1.107
C 2.2575 -1.7668 -3.6599 -0.059 -0.641 -0.612
H 0.6938 -4.7132 -4.2331 -0.030 -0.121 -0.116
H -0.3047 -4.1692 -2.0480 -0.110 -0.112 0.029
H 2.9951 0.2629 -2.2373 -0.035 -0.038 0.310
H 2.9887 -1.1028 -4.0965 0.101 0.025 -0.134
C -1.8329 4.9811 -2.3043 -0.191 0.088 -0.279
O -0.9882 4.7696 -1.1888 0.053 0.007 0.498
C -1.5309 4.3449 -0.0306 -0.039 0.338 0.590
C -2.8960 4.1384 0.1704 0.136 0.064 -0.211
C -3.3940 3.8341 1.4197 0.127 -0.026 0.147
C -2.5445 3.7428 2.5152 -0.113 -0.032 -0.036
C -1.1895 3.9046 2.3330 0.171 0.059 -0.401
C -0.6595 4.1621 1.0677 -1.283 0.132 -0.035
N 0.7221 4.2919 0.9635 0.813 0.054 -0.012
C 1.5513 4.0445 -0.0351 -0.036 -0.050 -0.018
C 1.3208 3.3822 -1.2493 -0.640 -0.676 -0.115
C 2.2730 3.5470 -2.2818 -0.007 0.047 -0.158
C 2.1088 2.9897 -3.5208 0.200 0.066 -0.001
C 0.9555 2.2350 -3.7970 0.054 0.267 0.122
C 0.0211 2.0233 -2.8278 -0.201 -0.026 0.556
C 0.1972 2.4978 -1.4937 1.393 0.205 -1.609
O -0.5640 2.1088 -0.5523 -1.097 -1.234 2.034
H -1.1856 5.3590 -3.0937 -0.066 -0.059 0.038
H -2.6051 5.7216 -2.0835 0.041 -0.026 0.019
H -2.2976 4.0458 -2.6257 0.006 0.016 0.006
H -3.5768 4.2211 -0.6594 -0.060 0.049 -0.120
H -4.4549 3.6871 1.5464 -0.111 0.002 -0.004
H -2.9417 3.5502 3.4988 -0.018 -0.040 0.113
H -0.5147 3.8067 3.1698 0.087 -0.005 0.102
H 1.1512 4.6254 1.8216 0.025 0.068 -0.288
H 2.5551 4.4305 0.1156 -0.053 -0.019 0.117
H 3.1340 4.1667 -2.0815 0.150 0.087 -0.001
H 2.8421 3.1462 -4.2965 0.099 0.047 -0.007
H 0.8008 1.8209 -4.7813 0.014 -0.044 -0.142
H -0.8597 1.4329 -3.0214 -0.022 -0.062 -0.050
C -2.4295 -0.3270 4.4778 -0.130 0.166 0.265
N -1.7313 -0.1182 3.2294 -0.037 -0.220 -0.458
C -0.6109 0.5684 3.0574 -0.659 -0.089 0.589
N -0.1056 1.2810 4.1016 0.061 -0.209 -0.150
O 0.0040 0.6407 1.9670 0.490 -0.380 -2.384
H -3.0689 -1.1940 4.3466 0.025 0.023 0.112
H -3.0496 0.5315 4.7428 0.027 0.023 0.011
H -1.7370 -0.5340 5.2955 -0.007 -0.074 -0.026
H -2.1058 -0.6144 2.4243 0.172 0.025 0.013
H -0.4187 1.0832 5.0366 0.006 -0.012 -0.009
H 0.8524 1.5714 3.9940 -0.017 -0.028 0.034
O -4.2540 -5.5537 -3.5843 -0.023 -0.035 -0.427
N -4.2870 -5.6255 -2.3782 -0.002 -0.090 -0.097
O -4.7667 -6.5278 -1.7363 -0.148 -0.346 0.261
C -3.7038 -4.5251 -1.6401 0.458 1.048 0.353
C -3.6019 -4.5774 -0.2501 -0.083 0.084 -0.062
C -3.1367 -3.4823 0.4385 -0.132 0.459 -0.992
C -2.7330 -2.2514 -0.1969 -0.135 -0.750 -0.872
O -2.3639 -1.2561 0.4801 1.477 2.039 0.641
C -2.7528 -2.3157 -1.6403 -0.413 -0.805 0.955
C -3.2482 -3.4173 -2.3262 -0.208 -0.429 -0.101
N -2.1773 -1.3107 -2.4239 1.133 -0.685 -1.690
O -1.9148 -0.1915 -1.9235 0.891 0.755 0.702
O -1.8817 -1.5559 -3.5852 -0.649 0.693 1.218
N -3.0319 -3.5966 1.8692 0.187 -0.242 0.233
O -2.8121 -4.6981 2.3134 -0.009 -0.274 0.221
O -3.1577 -2.5912 2.5366 -0.179 0.235 0.339
H -3.9009 -5.4657 0.2922 0.024 0.033 -0.047
H -3.2902 -3.3964 -3.4091 0.028 -0.070 0.139
```
Positions in Å, forces in eV/Å.

Output
ΔE to the lowest compared entry with this formula, charge and spin ... 86.69 kcal/mol
E ... -79333.84307 eV
Charge ... +1